No. 1
The following is a quantum chemistry calculation of 14 unconnected molecules or ions with the total composition C52H64Cl12N8 at a distorted geometry, from OMol25.

Geometry as XYZ:
```
136
Properties=species:S:1:pos:R:3
Cl 3.60019 -3.17508 0.14554
C 3.54410 -3.65010 -1.55546
C 4.90117 -3.97010 -2.13935
Cl 5.63673 -5.43186 -1.38565
H 3.10215 -2.79884 -2.07565
H 2.87138 -4.49132 -1.68921
H 5.61961 -3.16754 -1.99939
H 4.77581 -4.11061 -3.21404
Cl -2.88665 1.04582 3.27246
C -4.03166 0.43811 4.50069
C -5.46177 0.66832 4.03578
Cl -5.98378 2.37032 4.24133
H -3.80145 1.01780 5.38606
H -3.85877 -0.61843 4.68864
H -6.15448 0.07273 4.63197
H -5.59945 0.36133 3.00286
Cl 0.00741 1.14360 5.87728
C 0.75254 0.99458 4.28819
C 2.26015 0.97309 4.38499
Cl 2.92823 2.47417 5.07500
H 0.40472 1.85275 3.72107
H 0.39919 0.07750 3.82618
H 2.69290 0.87469 3.39382
H 2.57159 0.14532 5.01775
Cl -3.07080 4.46864 6.58369
C -1.83009 4.00495 5.39306
C -1.92307 4.87786 4.17143
Cl -0.92438 4.20761 2.86106
H -1.99471 2.97263 5.11739
H -0.85554 4.06707 5.86595
H -1.68284 5.92223 4.35213
H -2.95936 4.88650 3.82303
Cl -5.87257 4.34475 -1.80693
C -5.42700 4.76874 -0.13203
C -4.88070 3.59030 0.61951
Cl -3.36664 3.03592 -0.07663
H -6.33916 5.13445 0.32678
H -4.70629 5.57753 -0.17303
H -5.55719 2.74430 0.66546
H -4.63208 3.84130 1.65060
Cl -6.17117 -2.31300 2.50015
C -5.58710 -2.68211 0.87257
C -4.52993 -1.78428 0.46101
Cl -5.21203 -0.32602 -0.25962
H -6.42233 -2.60820 0.17794
H -5.26018 -3.70797 0.81758
H -3.79469 -2.24733 -0.18938
H -3.95546 -1.48606 1.34208
N -0.43450 -2.54575 4.33536
C -0.16991 -3.10000 3.17995
C 1.08429 -3.50646 2.78859
C 2.13772 -3.41211 3.69303
C 1.86705 -2.80849 4.91841
C 0.57168 -2.38384 5.17288
H -0.99713 -3.28448 2.50546
H 1.28336 -4.00974 1.84334
H 3.12830 -3.75541 3.42120
H 2.66481 -2.68103 5.64755
H 0.31656 -1.82292 6.06658
N 3.94486 2.75369 0.80927
C 4.06399 3.31483 -0.37654
C 5.28011 3.40723 -0.99661
C 6.39188 2.89645 -0.36500
C 6.24844 2.24236 0.83290
C 5.00537 2.23598 1.39401
H 3.14838 3.66307 -0.83749
H 5.37871 3.96699 -1.91921
H 7.36102 3.03150 -0.83983
H 7.08992 1.81218 1.35666
H 4.80081 1.81237 2.37557
N 0.90899 5.65243 -0.42608
C 0.22694 4.55820 -0.63775
C 0.37340 3.75121 -1.75370
C 1.26962 4.14741 -2.70814
C 1.95228 5.31799 -2.52662
C 1.74253 6.01639 -1.34722
H -0.49278 4.40611 0.15586
H -0.18146 2.81943 -1.78940
H 1.47363 3.52986 -3.58025
H 2.69975 5.71306 -3.20325
H 2.23586 6.98043 -1.22724
N 5.29779 -0.68475 -2.65958
C 4.86893 -1.06389 -3.84201
C 3.59683 -0.79506 -4.32129
C 2.77928 0.01044 -3.52130
C 3.21099 0.38070 -2.25669
C 4.51607 0.03872 -1.89942
H 5.59761 -1.60738 -4.44483
H 3.24797 -1.17140 -5.27386
H 1.76229 0.26678 -3.82262
H 2.58205 0.97850 -1.61137
H 4.90314 0.37094 -0.93677
N -0.78478 -1.08855 -0.11066
C 0.50072 -1.28390 -0.04937
C 1.39420 -0.38482 0.46135
C 0.92980 0.81022 0.89244
C -0.43437 0.96070 0.95774
C -1.24338 -0.00199 0.42182
H 0.84592 -2.28333 -0.31906
H 2.45109 -0.62007 0.42759
H 1.57109 1.57283 1.32934
H -0.83879 1.89735 1.33511
H -2.32151 0.13969 0.40408
N -0.91774 0.99290 -3.58651
C -0.74825 1.88478 -4.50630
C -1.72570 2.75102 -4.96246
C -2.96691 2.68808 -4.41476
C -3.16855 1.75717 -3.43036
C -2.09694 0.95165 -3.01885
H 0.22807 1.90271 -4.98553
H -1.49474 3.47830 -5.73832
H -3.80953 3.29004 -4.72323
H -4.14566 1.69211 -2.95966
H -2.22876 0.24468 -2.20770
N 0.35482 -3.66523 -3.18229
C 0.83862 -4.47001 -4.09525
C 0.96934 -4.15520 -5.37187
C 0.68407 -2.86465 -5.76703
C 0.23496 -1.97296 -4.81150
C 0.02171 -2.44414 -3.55184
H 1.13454 -5.46074 -3.75797
H 1.30797 -4.87542 -6.10874
H 0.95596 -2.49252 -6.75162
H 0.08704 -0.92526 -5.02555
H -0.27851 -1.73741 -2.77287
N -1.51808 -5.24295 1.03406
C -2.16300 -6.36431 1.26187
C -2.59505 -7.20665 0.25164
C -2.21359 -6.91600 -1.05263
C -1.51936 -5.77235 -1.28981
C -1.23430 -4.94791 -0.23263
H -2.43533 -6.54642 2.30219
H -3.16482 -8.10048 0.47968
H -2.48030 -7.57930 -1.86770
H -1.24143 -5.48538 -2.29446
H -0.81255 -3.95497 -0.37964
```

Output
HOMO level   -9.269 eV
Spin multiplicity   1
Total charge   0

Löwdin atomic charge list, values in e, 2 entries: 0.622, -0.664

=====

No. 2
The following is a quantum chemistry calculation of 2 unconnected molecules or ions with the total composition C4H15N3O at a distorted geometry, from OMol25.

Geometry as XYZ:
```
23
Properties=species:S:1:pos:R:3
N -1.05447 -2.02133 0.80691
C 0.38186 -2.20660 0.96187
C 1.09957 -0.77618 1.04094
N 0.99044 -0.27224 -0.29477
C 1.39016 1.16593 -0.37499
C 0.68466 1.72341 -1.71720
N -0.70008 2.09934 -1.60829
H -1.29216 -2.06633 -0.17287
H -1.66796 -2.72500 1.31414
H 0.69060 -2.71877 -0.01946
H 0.86418 -2.86178 1.66923
H 0.59889 -0.13594 1.86053
H 2.16867 -0.97978 1.20956
H 0.24850 -0.51655 -0.81777
H 2.47187 1.21277 -0.46854
H 1.04473 1.73978 0.57636
H 0.54790 0.87707 -2.38074
H 1.27588 2.53741 -2.25494
H -0.91255 3.04792 -1.46989
H -1.17258 1.47180 -1.02636
O -2.48555 0.88015 1.11547
H -3.21942 0.45879 0.79543
H -1.95313 0.06614 1.25537
```

Output
SMILES   NCCNCCN.O
HOMO level   -8.422 eV
Energy above the lowest of the compared OMol25 structures with the same formula, charge and spin   51.7 kcal per mole
Spin multiplicity   1
Total charge   0

Löwdin atomic charge list, values in e, 2 entries: -0.033, -0.265

=====

No. 3
The following is a quantum chemistry calculation of a single C3H5N3OS molecule at a distorted geometry, from OMol25.

Geometry as XYZ:
```
13
Properties=species:S:1:pos:R:3
O 0.07044 2.45322 -0.68001
C 0.07545 1.56086 0.36094
C 0.25072 0.13975 -0.05164
N 1.25050 -0.12465 -0.92250
N 1.28991 -1.40633 -1.24057
N 0.33463 -1.91472 -0.40911
C -0.32860 -0.98790 0.32776
S -1.51444 -1.41299 1.53050
H 0.79031 2.29649 -1.29812
H -0.81302 1.77397 0.95512
H 0.91193 1.70870 1.08421
H 0.22341 -2.88981 -0.33316
H -2.54124 -1.19660 0.67656
```

Output
SMILES   OCc1nn[nH]c1S
HOMO level   -9.899 eV
Energy above the lowest of the compared OMol25 structures with the same formula, charge and spin   49.2 kcal per mole
Spin multiplicity   1
Total charge   0

Löwdin atomic charge list, values in e, 2 entries: -0.035, -0.252

=====

No. 4
The following is a quantum chemistry calculation of a molecular structure, C3H6O3Tm at a distorted geometry, from OMol25.

Geometry as XYZ:
```
13
Properties=species:S:1:pos:R:3
H 2.70578 -1.65363 0.19763
O 1.31309 -2.06610 0.53717
Tm 2.91579 1.56576 -0.30985
O 0.25318 -0.18826 -0.42689
C 1.12205 -1.14522 -0.27778
O 2.31870 -0.75813 -0.63662
C -0.89508 0.00971 0.43104
C -1.78319 1.02349 -0.24657
H -1.37703 -0.96471 0.55608
H -0.54285 0.34497 1.41125
H -1.91611 0.78457 -1.30969
H -2.76254 1.01709 0.24954
H -1.35180 2.03046 -0.17530
```

Output
<S²>   3.75
HOMO level (alpha / beta)   -17.582 / -19.398 eV
Energy above the lowest of the compared OMol25 structures with the same formula, charge and spin   5.8 kcal per mole
Spin multiplicity   4
Total charge   +2

Löwdin atomic charge list, values in e, 2 entries: 0.342, 0.169